[1]
C52H29I4MnN4O4 as an isolated structure, computed with ωB97M-V/def2-TZVPD.

Its multiplicity is 6. Its HOMO-LUMO gap (alpha / beta) is 5.151 / 5.286 eV. Its charge is -1.

Last column: Mulliken charge in e.
Atoms and positions in Å:
H1 4.291 1.297 -4.467  0.537
H2 -3.599 0.630 2.666  0.796
C1 -0.580 -3.752 -0.113  -1.315
N1 -0.388 -1.517 -0.222  -0.587
C2 2.375 -2.107 -3.438  -1.388
C3 2.676 -0.160 -2.321  -0.001
C4 5.553 1.612 -1.355  -0.132
Mn1 0.145 0.253 -0.787  0.425
I1 -2.066 -6.990 -6.520  0.032
H3 -4.255 6.885 -0.437  0.463
C5 -1.335 -0.396 5.793  -0.887
N2 -1.277 0.878 0.368  0.643
I2 9.220 2.503 -3.484  0.056
C6 -1.084 -0.869 2.065  0.225
H4 -2.192 5.649 -4.642  0.385
C7 7.245 2.009 -3.000  -0.025
C8 2.440 2.125 -1.420  -0.160
C9 2.814 3.464 -1.436  -0.792
C10 3.295 -1.168 -3.168  -1.350
H5 -4.972 7.706 4.062  0.255
C11 -2.418 3.243 -2.230  1.041
C12 -4.202 6.335 1.638  1.179
C13 -2.473 4.845 2.402  -1.286
H6 4.317 -1.146 -3.507  0.587
H7 -1.988 4.258 3.169  0.519
H8 2.543 -3.009 -3.999  0.632
H9 0.746 -2.962 -5.033  0.584
H10 0.558 -3.201 5.710  0.360
C14 6.865 1.931 -1.668  -0.667
C15 -1.340 -5.581 -5.158  -0.031
H11 -1.991 0.696 4.098  0.346
H12 -0.955 4.757 -2.754  0.301
C16 -3.825 4.268 -4.464  -0.280
C17 -0.332 -2.669 -0.962  0.490
C18 -1.476 -0.190 4.435  -0.344
C19 -2.010 4.817 1.072  0.101
H13 7.584 2.112 -0.882  0.367
C20 -0.818 4.001 0.841  0.390
H14 -1.784 -4.571 -1.986  0.545
C21 -1.918 4.325 -2.996  -0.433
C22 -5.242 6.771 3.561  -0.240
H15 6.627 1.847 -5.048  0.368
H16 0.340 -2.815 3.317  0.557
C23 -1.833 -5.539 -3.865  -0.958
C24 -0.315 -3.704 -3.299  0.728
C25 -2.172 1.835 -0.043  -0.274
C26 -0.395 -4.649 -5.554  -0.967
C27 -3.573 5.613 2.644  0.946
H17 -0.047 -4.623 -6.578  0.370
C28 -1.751 2.675 -1.138  -0.064
H18 -6.213 6.408 3.899  0.241
I3 -4.879 5.039 -6.093  0.005
C29 -3.660 2.694 -2.651  -1.179
C30 -4.338 3.192 -3.741  -0.502
C31 3.208 1.041 -1.985  1.445
H19 5.247 1.552 -0.317  0.459
N3 1.109 2.007 -1.045  0.145
H20 -1.766 0.311 6.490  0.384
C32 -0.630 -1.497 6.260  -0.063
C33 -1.336 -4.611 -2.965  -0.531
C34 5.018 1.460 -3.681  -0.148
H21 -2.615 -6.217 -3.554  0.378
C35 6.329 1.775 -4.011  -0.667
I4 -0.428 -1.820 8.314  0.022
O1 -0.018 3.637 1.628  -0.509
H22 -2.259 5.503 -0.945  0.556
H23 1.559 5.289 -1.051  0.581
C36 0.170 -2.701 -2.331  0.188
C37 -2.632 5.543 0.068  -0.163
C38 -2.614 4.823 -4.083  -0.754
C39 1.671 4.219 -1.115  -1.492
C40 -0.940 -1.085 3.482  0.780
O2 -5.284 6.988 2.151  -0.507
C41 -0.699 -1.848 1.090  0.250
H24 3.779 3.843 -1.727  0.526
O3 -0.635 3.613 -0.581  1.055
C42 -3.756 6.325 0.341  -1.446
C43 -1.739 0.313 1.520  0.408
C44 1.189 -1.823 -2.633  0.993
H25 -4.067 2.553 0.810  0.740
H26 -1.054 -3.807 2.045  0.741
C45 -0.179 -2.158 3.998  -0.625
H27 -0.554 -4.793 -0.384  0.710
H28 -4.078 1.863 -2.097  0.426
H29 -5.282 2.745 -4.026  0.369
C46 0.085 -3.720 -4.647  -0.430
O4 -4.249 5.787 3.824  -0.509
C47 -0.035 -2.367 5.356  -0.854
C48 0.697 3.284 -0.911  -0.560
C49 -3.220 1.886 0.866  -0.409
C50 4.612 1.361 -2.353  -0.531
C51 -2.955 0.915 1.851  -1.391
C52 -0.786 -3.242 1.167  -1.241
N4 1.397 -0.615 -1.990  0.070



[2]
C10H29AgBrN4O4 as an isolated structure in a non-equilibrium geometry, computed with ωB97M-V/def2-TZVPD.

Its multiplicity is 2. Its HOMO-LUMO gap (alpha / beta) is 7.625 / 5.444 eV.

Last column: Mulliken charge in e.
Atoms and positions in Å:
N1 -3.405 0.357 1.631  -0.639
H1 -6.165 -2.085 -1.676  0.301
H2 0.456 3.903 0.790  0.300
H3 -4.655 0.054 -1.602  0.414
H4 5.416 -0.206 1.311  0.350
H5 -1.124 4.496 1.431  0.291
N2 2.682 -0.583 1.414  -0.372
C1 -5.461 -2.341 -0.884  -0.779
O1 5.077 -1.493 -0.315  -0.365
Ag1 0.349 0.372 1.388  0.744
C2 3.247 1.616 1.059  -1.483
C3 0.318 -1.249 -1.415  0.705
H6 3.800 -1.299 -1.808  -0.218
H7 2.973 -1.550 1.425  0.184
H8 -2.805 1.708 -1.333  0.393
H9 -2.507 2.507 0.311  0.162
H10 3.775 1.793 1.996  0.380
H11 -5.910 -3.059 -0.198  0.278
H12 5.267 -2.119 -2.285  0.329
C4 4.873 -1.350 -1.620  -0.274
O2 -5.024 -1.291 -0.042  -0.326
H13 -2.696 -0.362 1.670  0.031
H14 0.244 4.620 2.335  0.322
H15 3.617 2.214 0.226  0.437
H16 -1.579 1.192 -0.212  -0.068
H17 -4.701 -2.910 -1.418  0.282
O3 0.686 -0.251 -0.743  -0.619
O4 -0.278 2.547 2.014  -0.342
Br1 -0.891 -1.252 3.381  -0.729
C5 -4.135 -0.386 -0.751  -0.418
H18 -4.137 -0.297 1.870  0.337
C6 4.932 -0.193 0.334  -0.962
H19 5.383 0.673 -0.151  0.418
H20 -4.583 1.492 0.325  0.307
H21 3.027 0.242 -0.487  0.112
C7 -3.773 0.768 0.235  0.490
H22 -1.180 -1.647 -0.196  0.019
C8 3.415 0.251 0.531  0.881
H23 -3.307 -1.001 -1.102  0.006
N3 0.814 -1.847 -2.359  -0.330
H24 5.323 -0.459 -2.057  0.330
H25 -1.097 -2.744 -1.505  0.154
N4 -0.719 -1.925 -1.051  -0.328
H26 1.797 -1.682 -2.521  0.201
H27 2.947 -0.178 2.301  0.323
C9 -0.223 3.920 1.642  -0.725
H28 2.248 2.039 1.158  0.180
C10 -2.592 1.589 -0.270  -0.836
H29 0.279 -2.595 -2.775  0.149



[3]
C5H8LiO6Rb as an isolated structure in a non-equilibrium geometry, computed with ωB97M-V/def2-TZVPD.

Its multiplicity is 1. Its HOMO-LUMO gap is 5.982 eV.

Last column: Mulliken charge in e.
Atoms and positions in Å:
O1 -1.978 1.193 1.014  -0.378
O2 0.371 -0.399 -1.145  -0.775
Rb1 -5.639 -2.864 1.519  0.974
O3 1.585 -1.524 -2.608  -0.381
Li1 0.187 -1.354 0.750  0.907
O4 -1.604 -1.012 1.175  -0.849
H1 1.597 0.077 -3.830  0.244
C1 -2.382 -0.053 0.851  0.722
C2 2.286 -0.406 -3.129  -0.618
H2 -0.330 2.508 0.673  0.294
C3 0.071 1.405 2.483  -1.029
O5 -3.278 -0.261 -0.009  -0.705
H3 -0.022 0.387 2.885  0.236
O6 1.667 -1.993 -0.398  -0.827
C4 -0.420 1.481 1.046  0.058
H4 0.312 0.876 0.493  0.030
C5 1.077 -1.434 -1.359  0.924
H5 -0.425 2.168 3.097  0.303
H6 1.151 1.606 2.493  0.350
H7 3.204 -0.733 -3.635  0.233
H8 2.571 0.330 -2.366  0.284



[4]
C34H32HfN3OSSi as an isolated structure in a non-equilibrium geometry, computed with ωB97M-V/def2-TZVPD.

Its multiplicity is 1. Its HOMO-LUMO gap is 7.014 eV. Its charge is +1.

Last column: Mulliken charge in e.
Atoms and positions in Å:
C1 3.540 0.360 -0.317  0.198
C2 3.462 1.332 2.806  -0.577
Hf1 -1.078 0.157 0.680  1.140
C3 1.208 2.230 2.749  -0.322
C4 1.048 2.009 4.105  -0.899
H1 -2.956 -0.689 -2.517  0.467
C5 3.365 1.344 4.184  -0.496
C6 -6.046 -2.243 -1.875  -1.164
H2 2.344 6.021 -3.244  0.436
H3 -3.069 -6.385 -1.340  0.350
C7 -2.969 -5.318 -1.106  -1.031
C8 4.624 -1.791 -0.417  -0.694
H4 2.946 -1.330 0.874  0.551
H5 0.071 2.214 4.567  0.573
C9 5.560 -1.330 -1.360  -0.553
H6 1.764 1.811 -2.690  0.366
H7 6.363 -2.015 -1.703  0.362
H8 4.473 1.870 -1.584  0.270
H9 -0.109 -3.358 2.346  0.317
H10 -6.766 -1.445 -1.794  0.399
H11 4.291 1.197 4.716  0.419
H12 -5.412 -2.006 -2.748  0.305
C10 -3.369 2.177 -1.937  -0.780
C11 3.637 -0.959 0.119  0.058
C12 -0.102 -3.139 0.130  0.852
C13 -2.580 -2.600 -0.558  0.020
H13 0.142 -4.882 1.466  0.384
C14 5.451 0.008 -1.772  -0.629
C15 0.348 -3.817 1.459  -1.181
H14 -0.850 -5.541 -0.750  0.473
C16 4.466 0.819 -1.237  -0.157
C17 2.220 2.972 -0.926  0.123
H15 -0.124 -2.042 0.245  -1.055
S1 -2.665 0.426 4.983  -0.308
N1 -2.651 1.503 0.155  -0.227
C18 2.014 3.924 -3.091  -0.654
C19 -5.157 -2.311 -0.627  -0.760
O1 0.631 0.817 0.104  0.167
C20 -2.801 2.870 0.157  -0.206
C21 2.273 5.178 -2.576  -0.564
C22 -1.455 -3.524 -0.423  0.446
H16 -3.620 2.087 -2.979  0.521
C23 -4.077 -4.488 -1.070  -0.589
C24 2.466 5.322 -1.187  -0.625
H17 2.550 4.392 0.751  0.362
C25 -3.908 -3.120 -0.758  0.820
H18 2.101 1.462 5.943  0.385
H19 4.631 -2.822 -0.041  0.364
N2 -2.328 -1.183 -0.526  -0.051
C26 -1.863 0.111 3.690  0.972
H20 2.737 6.319 -0.782  0.344
H21 -2.620 3.457 1.078  0.467
H22 -3.455 4.319 -1.400  0.446
H23 1.847 3.761 -4.186  0.336
H24 -5.770 -2.817 0.172  0.412
C27 2.387 4.236 -0.326  -0.299
H25 -6.571 -3.200 -2.066  0.336
H26 6.131 0.445 -2.483  0.427
C28 2.371 1.816 2.078  0.538
H27 -5.069 -4.866 -1.300  0.370
N3 -1.319 0.002 2.608  -0.855
H28 -5.028 -1.305 -0.201  0.309
C29 1.986 2.806 -2.261  0.161
Si1 2.182 1.502 0.234  -0.781
C30 -1.700 -4.853 -0.756  -0.679
H29 0.385 2.607 2.155  0.857
H30 4.318 0.846 2.350  0.415
C31 -3.287 3.300 -1.086  -0.766
C32 -2.806 -0.321 -1.481  0.023
H31 1.442 -3.671 1.533  0.343
H32 0.636 -3.284 -0.658  0.494
C33 -2.993 1.060 -1.142  0.207
C34 2.164 1.567 4.846  -0.678



> Which formula does entry 2 have?

C10H29AgBrN4O4



> What is the formula in the second record?

C10H29AgBrN4O4



> What is the multiplicity in the second record?

2



> multiplicity of number 4 (C34H32HfN3OSSi)?

1